This record from the OMol25 dataset describes C6H10O in the gas phase. The level of theory is wB97M-V/def2-TZVPD.

## Properties
Relative energy (zero: lowest compared OMol25 entry of this formula, charge and spin) (kcal per mole): 31.9
Highest occupied orbital energy (Eh): -0.3483

Geometry as ORCA input:
```
! RIJCOSX wB97M-V def2-TZVPD def2/J DEFGRID3
* xyz 0 1
C -1.8697 -0.2902 -0.8069
C -0.9249 0.4725 0.1301
C -0.1645 -0.3594 1.2057
C 1.1464 0.1042 0.5838
O 2.2574 0.4543 1.3321
C 1.2297 -0.2467 -0.8812
C 0.4446 0.9625 -0.4329
H -2.8760 -0.4629 -0.3966
H -1.5056 -1.2791 -1.1095
H -1.9619 0.2775 -1.7316
H -1.4512 1.3231 0.5809
H -0.3407 -1.4429 1.2078
H -0.3059 0.0313 2.2174
H 2.7329 -0.3606 1.5383
H 2.1945 -0.0704 -1.3566
H 0.6804 -1.0825 -1.3115
H 0.7143 1.9693 -0.7691
*
```